A structure of composition CHI3O2S. Source: the Open Molecules 2025 dataset; level of theory: ωB97M-V/def2-TZVPD.

```
8
CHI3O2S (ωB97M-V/def2-TZVPD)
C 0.660 -0.979 -0.551
O -0.434 0.384 2.065
O 0.340 2.085 0.483
S -0.356 0.843 0.731
I 2.384 -0.033 -0.824
I -0.756 -1.627 -1.893
I -2.601 0.971 -0.275
H 0.764 -1.645 0.265
```

Results
LUMO (alpha / beta) in eV: -2.0 / -2.0
Relative energy (zero: lowest compared OMol25 entry of this formula, charge and spin) in kJ/mol: 0.0
Electronic energy in eV: -40282.6589
Frontier orbital gap (alpha / beta) in eV: 7.17 / 7.17